# 1
138
Properties=species:S:1:pos:R:3 method="wB97M-V/def2-TZVPD" e_above_lowest_kcal_mol=149.8 energy_ev=-64511.805 homo_energy_ha=-0.3280 multiplicity=1 smiles=COC[C@H](C)N.COC[C@H](C)N.COC[C@H](C)N.COC[C@H](C)N.COC[C@H](C)N.COC[C@H](C)N.COCCNCCOC.CC(C)O
C 8.403 -4.517 5.999
O 7.496 -3.536 6.240
C 7.040 -2.754 5.176
C 6.398 -1.378 5.604
N 7.378 -0.525 6.226
C 6.702 0.500 7.090
C 6.181 1.622 6.218
O 5.282 2.502 6.874
C 5.730 3.042 8.092
H 9.382 -4.194 5.646
H 7.984 -5.175 5.238
H 8.487 -5.149 6.884
H 6.271 -3.186 4.535
H 7.910 -2.458 4.590
H 5.514 -1.528 6.224
H 5.972 -0.928 4.707
H 7.868 -1.243 6.739
H 7.483 0.900 7.736
H 5.961 0.000 7.714
H 5.635 1.239 5.356
H 7.083 2.151 5.910
H 5.776 2.273 8.863
H 5.197 3.924 8.447
H 6.753 3.356 7.883
C 8.731 -2.132 -2.855
C 9.686 -3.215 -3.263
C 11.173 -2.894 -3.359
O 11.633 -2.450 -4.631
C 11.561 -1.107 -4.986
N 9.478 -4.329 -2.422
H 9.141 -1.595 -1.999
H 7.690 -2.423 -2.715
H 8.792 -1.347 -3.607
H 9.423 -3.600 -4.249
H 11.655 -3.828 -3.071
H 11.502 -2.207 -2.580
H 11.799 -1.165 -6.048
H 12.382 -0.538 -4.549
H 10.607 -0.614 -4.801
H 10.322 -4.869 -2.295
H 8.773 -4.932 -2.822
C -11.779 3.088 6.500
C -10.472 2.879 7.295
C -9.392 2.152 6.520
O -8.316 1.775 7.366
C -7.421 0.848 6.690
N -10.063 4.205 7.711
H -12.519 3.507 7.182
H -12.279 2.196 6.122
H -11.737 3.783 5.661
H -10.748 2.308 8.182
H -8.980 2.840 5.781
H -9.895 1.329 6.013
H -6.621 0.347 7.236
H -6.920 1.363 5.871
H -7.882 -0.009 6.200
H -10.531 4.481 8.562
H -9.129 3.999 8.034
C -1.021 -2.121 1.247
C 0.483 -2.249 1.559
C 1.409 -1.697 0.395
O 1.122 -0.279 0.136
C 2.179 0.263 -0.602
N 0.561 -1.528 2.816
H -1.459 -1.123 1.209
H -1.568 -2.638 2.036
H -1.092 -2.535 0.242
H 0.612 -3.325 1.670
H 1.266 -2.251 -0.532
H 2.420 -1.860 0.768
H 1.931 0.993 -1.372
H 2.825 -0.398 -1.179
H 2.866 0.566 0.188
H 0.582 -0.530 2.662
H -0.322 -1.612 3.299
C -8.203 4.636 -1.040
C -7.650 3.252 -0.843
C -6.153 3.301 -0.376
O -5.935 4.164 0.670
C -4.510 4.203 1.068
N -8.454 2.625 0.202
H -8.970 4.638 -1.816
H -7.385 5.166 -1.529
H -8.533 5.082 -0.102
H -7.821 2.777 -1.809
H -5.546 3.736 -1.169
H -5.604 2.369 -0.243
H -4.443 4.950 1.859
H -3.884 4.720 0.340
H -4.074 3.240 1.335
H -7.981 1.845 0.636
H -8.577 3.199 1.024
C 3.254 10.973 -7.782
C 2.516 10.172 -6.730
C 3.071 8.747 -6.338
O 3.013 8.086 -7.464
C 3.719 6.868 -7.590
N 2.458 10.988 -5.574
H 2.976 12.017 -7.930
H 3.130 10.620 -8.806
H 4.306 10.925 -7.500
H 1.483 10.054 -7.059
H 2.578 8.267 -5.493
H 4.108 8.943 -6.066
H 4.799 6.995 -7.521
H 3.488 6.342 -8.516
H 3.486 6.161 -6.794
H 1.504 11.014 -5.241
H 2.587 11.968 -5.780
C -4.538 -1.750 -6.082
C -4.042 -3.214 -6.186
C -4.747 -4.048 -7.194
O -6.096 -4.227 -6.857
C -6.706 -5.330 -7.516
N -2.624 -3.275 -6.412
H -5.607 -1.680 -5.880
H -4.493 -1.244 -7.046
H -3.970 -1.105 -5.411
H -4.228 -3.670 -5.213
H -4.132 -4.948 -7.203
H -4.728 -3.578 -8.178
H -6.532 -5.438 -8.587
H -7.763 -5.370 -7.257
H -6.390 -6.226 -6.982
H -2.169 -2.502 -5.950
H -2.140 -4.013 -5.921
C -4.557 -9.051 1.030
C -3.403 -10.111 1.040
C -3.606 -11.414 0.274
O -2.272 -9.489 0.517
H -4.243 -8.419 1.861
H -5.588 -9.392 0.946
H -4.530 -8.359 0.188
H -3.156 -10.371 2.070
H -2.791 -11.795 -0.341
H -4.254 -11.140 -0.558
H -4.155 -12.209 0.780
H -1.640 -10.137 0.838


# 2
181
Properties=species:S:1:pos:R:3 method="wB97M-V/def2-TZVPD" e_above_lowest_kcal_mol=125.8 energy_ev=-226552.711 homo_energy_ha=-0.3114 multiplicity=1
O 0.618 4.589 -3.878
S 1.947 4.165 -4.230
O 2.942 4.114 -3.193
O 1.801 2.773 -4.983
C 2.969 2.004 -5.308
C 3.314 0.995 -4.222
C 2.514 5.175 -5.628
H 3.839 2.660 -5.397
H 2.778 1.530 -6.269
H 3.422 1.615 -3.329
H 4.226 0.442 -4.419
H 2.440 0.389 -3.977
H 2.087 4.771 -6.542
H 3.595 5.067 -5.650
H 2.147 6.186 -5.476
O -6.504 1.533 -1.715
S -5.593 0.580 -2.256
O -4.452 1.043 -2.994
O -5.025 -0.353 -1.080
C -5.810 -0.669 0.073
C -5.332 0.192 1.249
C -6.472 -0.677 -3.191
H -5.749 -1.752 0.193
H -6.873 -0.441 -0.055
H -5.804 -0.151 2.171
H -5.650 1.211 1.040
H -4.253 0.090 1.348
H -5.787 -1.448 -3.544
H -6.820 -0.194 -4.106
H -7.288 -1.156 -2.657
O -3.572 -5.471 -4.071
S -3.900 -5.483 -2.666
O -4.819 -6.439 -2.130
O -2.548 -5.532 -1.774
C -1.379 -4.820 -2.238
C -0.156 -5.677 -2.057
C -4.445 -3.776 -2.266
H -1.315 -3.888 -1.672
H -1.553 -4.502 -3.267
H -0.342 -6.730 -2.263
H 0.169 -5.609 -1.016
H 0.669 -5.321 -2.675
H -3.890 -3.080 -2.890
H -4.279 -3.601 -1.203
H -5.520 -3.726 -2.439
C 4.493 2.854 3.735
O 4.871 3.019 2.387
P 3.909 2.400 1.270
O 3.357 1.075 1.581
O 2.852 3.561 0.973
C 3.192 4.877 0.575
O 4.814 2.394 -0.045
C 4.417 1.533 -1.112
H 3.644 3.520 3.959
H 5.177 3.210 4.505
H 4.154 1.846 3.973
H 2.654 5.565 1.224
H 2.877 5.056 -0.457
H 4.259 5.106 0.516
H 4.325 0.490 -0.816
H 5.104 1.581 -1.954
H 3.449 1.887 -1.478
C -0.038 0.769 6.749
O -1.026 1.241 5.818
P -1.028 2.784 5.366
O -2.247 3.296 4.713
O -0.626 3.551 6.717
C -1.665 4.115 7.526
O 0.327 2.865 4.521
C 0.471 2.111 3.311
H 0.375 -0.146 6.322
H -0.583 0.489 7.650
H 0.757 1.486 6.935
H -1.422 4.161 8.584
H -2.575 3.533 7.382
H -1.873 5.127 7.180
H 0.871 2.689 2.476
H -0.520 1.899 2.900
H 1.118 1.273 3.550
C -1.593 -6.721 1.212
O -1.603 -5.505 1.931
P -2.796 -4.458 1.801
O -2.857 -3.634 0.584
O -4.092 -5.285 2.211
C -4.946 -5.955 1.274
O -2.539 -3.593 3.132
C -3.227 -2.352 3.337
H -2.410 -6.866 0.503
H -1.694 -7.533 1.939
H -0.669 -6.869 0.657
H -4.882 -5.517 0.279
H -5.943 -6.031 1.696
H -4.557 -6.974 1.182
H -3.848 -2.144 2.466
H -2.502 -1.541 3.420
H -3.785 -2.401 4.268
C -0.032 5.346 -0.692
O 0.482 6.431 0.062
P 0.783 7.859 -0.525
O -0.331 8.640 -1.083
O 1.577 8.562 0.654
C 0.958 9.118 1.815
O 1.957 7.511 -1.567
C 2.531 8.499 -2.422
H -0.645 5.618 -1.551
H -0.692 4.810 -0.006
H 0.734 4.632 -0.990
H 1.321 8.659 2.729
H -0.128 9.060 1.740
H 1.180 10.185 1.815
H 3.520 8.698 -2.005
H 1.968 9.430 -2.465
H 2.617 8.074 -3.419
C -0.237 -4.683 5.050
O 0.288 -3.350 5.072
P 1.845 -3.027 5.165
O 2.656 -3.499 4.028
O 2.297 -3.749 6.522
C 1.772 -3.311 7.773
O 1.921 -1.460 5.492
C 2.117 -0.552 4.424
H -0.647 -4.888 6.039
H 0.547 -5.414 4.854
H -1.007 -4.707 4.284
H 1.039 -2.501 7.732
H 2.570 -2.927 8.407
H 1.263 -4.167 8.216
H 1.353 0.228 4.456
H 1.943 -0.921 3.411
H 3.092 -0.073 4.486
C 5.345 -2.916 -4.128
O 5.304 -3.070 -2.732
P 4.199 -2.355 -1.869
O 4.195 -0.879 -1.896
O 4.432 -3.045 -0.441
C 3.726 -2.482 0.688
O 2.809 -2.959 -2.404
C 1.643 -2.321 -1.857
H 5.111 -3.815 -4.708
H 6.329 -2.564 -4.428
H 4.581 -2.262 -4.566
H 4.252 -2.662 1.622
H 2.754 -2.973 0.652
H 3.600 -1.400 0.611
H 1.072 -1.783 -2.620
H 1.985 -1.504 -1.223
H 1.020 -3.081 -1.394
C 1.169 -1.835 -5.919
O -0.230 -2.076 -5.975
P -1.250 -1.262 -5.057
O -1.577 -1.855 -3.744
O -0.578 0.181 -4.995
C -1.333 1.264 -4.434
O -2.498 -1.069 -6.027
C -3.827 -1.343 -5.581
H 1.455 -1.353 -6.860
H 1.762 -2.749 -5.943
H 1.497 -1.194 -5.102
H -1.610 2.008 -5.179
H -0.731 1.829 -3.720
H -2.182 0.863 -3.880
H -4.470 -1.561 -6.434
H -4.203 -0.462 -5.060
H -3.816 -2.263 -4.994
C 0.086 -2.300 1.633
O 0.289 -1.306 0.603
P -0.148 0.197 0.936
O 0.203 0.726 2.264
O 0.515 0.950 -0.311
C 1.914 1.293 -0.309
O -1.685 0.205 0.539
C -2.148 -0.366 -0.698
H 1.054 -2.474 2.107
H -0.314 -3.186 1.155
H -0.526 -1.990 2.480
H 2.412 0.862 0.558
H 1.993 2.380 -0.324
H 2.351 0.911 -1.232
H -2.626 0.457 -1.216
H -2.840 -1.195 -0.570
H -1.354 -0.818 -1.296